The following is a DFT calculation (wB97M-V/def2-TZVPD) of the molecule C5H7NS2 at a distorted geometry.

The multiplicity is 1. Its SMILES is S[C@@]12C=NS[C@@H]1CC2.

Geometry as XYZ:
```
15
Properties=species:S:1:pos:R:3:forces:R:3
S -1.892 -1.310 -0.644 0.73 -0.50 0.62
C -0.454 -0.407 0.090 0.14 -0.19 -0.86
C 0.398 -1.229 1.041 -1.44 -0.10 0.85
N 1.552 -1.591 0.692 0.45 0.02 0.15
S 2.047 -0.923 -0.777 -0.18 0.42 -0.24
C 0.560 0.131 -0.916 0.40 0.18 -1.84
C 0.489 1.559 -0.282 0.68 -0.25 0.88
C -0.790 1.047 0.432 0.50 0.03 0.74
H -1.309 -2.546 -0.708 -0.24 0.62 0.00
H -0.016 -1.577 2.004 0.20 0.10 -0.52
H 0.169 0.053 -1.945 0.29 0.26 0.43
H 0.437 2.525 -0.824 -0.18 -1.01 -0.26
H 1.339 1.688 0.415 -0.46 -0.18 -0.14
H -0.861 1.197 1.497 -0.21 0.46 0.36
H -1.670 1.382 -0.075 -0.68 0.15 -0.17
```
Positions in Å, forces in eV/Å.

---

The following is a DFT calculation (wB97M-V/def2-TZVPD) of a structure of composition C5H7NS2 at a distorted geometry.

The multiplicity is 1.

Geometry as XYZ:
```
15
Properties=species:S:1:pos:R:3:forces:R:3
C 1.121 -0.293 -0.326 2.14 -1.77 -0.55
C 0.037 0.542 0.346 2.13 -2.07 4.17
C -0.896 1.697 0.156 2.76 1.43 -1.82
C -1.707 -0.815 -0.191 1.16 1.59 -0.59
C -0.348 -0.468 -0.642 -0.66 0.92 -1.86
H 1.830 -1.515 1.554 1.27 0.65 -5.38
H 3.343 -1.285 -0.040 -5.48 0.40 1.36
H 1.637 -0.008 -1.224 -0.12 0.81 -0.30
H -0.026 -0.047 1.379 -0.21 1.80 -1.54
H -1.058 2.331 1.011 0.60 0.76 0.04
H -0.459 2.229 -0.843 -1.54 -0.69 2.26
H -0.567 0.288 -1.465 0.61 -1.78 -0.20
N 2.047 -1.384 0.203 1.59 0.57 4.15
S -2.385 0.807 0.027 -3.01 -0.08 -0.12
S -2.568 -2.081 0.055 -1.24 -2.53 0.39
```
Positions in Å, forces in eV/Å.

---

One value per record, in order, for gap between HOMO and LUMO: 9.3850, 8.7123 eV.
One value per record, in order, for energy relative to the best compared isomer or geometry (same formula, charge and spin): 117.1, 680.1 kJ/mol.